Formula: C21H18N4O5S
Source: the OMol25 dataset
Level of theory: ωB97M-V with the def2-TZVPD basis set

The geometry in XYZ format:
```
49
Properties=species:S:1:pos:R:3:forces:R:3
C 3.074 3.618 -0.662 -0.027 0.114 -0.122
O 3.324 2.709 0.382 0.092 -0.204 0.181
C 2.280 1.976 0.867 -0.077 -0.099 0.239
C 2.579 1.083 1.893 -0.002 0.278 -0.233
C 1.600 0.277 2.437 -0.145 -0.096 0.052
C 0.292 0.328 1.966 -0.005 0.277 -0.126
O -0.728 -0.437 2.447 0.043 0.208 -0.061
C -0.444 -1.337 3.495 0.092 -0.114 0.156
C -0.019 1.236 0.943 0.209 -0.242 0.300
C -1.366 1.329 0.385 -0.445 0.894 -0.185
C -1.975 2.483 -0.011 0.010 -0.228 0.061
S -3.505 2.161 -0.735 0.273 -0.568 0.157
C -3.200 0.448 -0.452 0.046 1.157 -0.013
N -4.105 -0.470 -0.902 -0.739 0.184 -0.159
C -3.929 -1.830 -1.072 -0.035 -0.233 0.261
O -4.723 -2.464 -1.717 -0.038 -0.107 0.027
C -2.881 -2.502 -0.184 0.022 -0.234 -0.062
N -1.517 -2.300 -0.623 -0.096 -0.243 -0.530
N -0.555 -2.654 0.304 -0.041 -0.153 0.357
C 0.743 -2.255 0.314 -0.419 -0.165 0.011
O 1.491 -2.632 1.198 0.278 -0.046 0.103
C 1.105 -1.381 -0.809 0.075 0.297 -0.420
C 2.394 -0.859 -0.889 -0.069 -0.176 0.092
C 2.738 -0.018 -1.927 -0.016 -0.045 0.003
C 1.798 0.312 -2.897 -0.006 -0.009 -0.001
C 0.519 -0.203 -2.829 -0.185 -0.116 0.029
C 0.160 -1.058 -1.789 0.480 0.198 0.048
C -1.231 -1.527 -1.702 0.012 -0.437 0.127
O -2.106 -1.252 -2.511 0.256 0.112 -0.257
N -2.091 0.199 0.144 -0.269 -0.581 0.036
C 0.975 2.052 0.408 0.219 0.072 0.032
H 2.372 4.400 -0.354 -0.001 -0.028 -0.017
H 2.685 3.111 -1.551 -0.014 0.022 0.020
H 4.036 4.071 -0.895 -0.091 0.005 -0.031
H 3.594 1.027 2.251 0.144 -0.022 0.051
H 1.875 -0.411 3.218 0.002 -0.101 0.071
H -1.385 -1.842 3.711 0.056 0.017 0.029
H 0.313 -2.069 3.199 -0.035 0.038 0.021
H -0.110 -0.810 4.394 -0.014 -0.012 -0.005
H -1.629 3.490 0.094 0.129 0.221 0.066
H -4.857 -0.096 -1.470 0.114 -0.226 0.072
H -2.981 -2.082 0.824 0.069 -0.043 -0.036
H -3.113 -3.573 -0.182 -0.056 0.208 0.005
H -0.879 -3.237 1.066 0.095 0.090 -0.195
H 3.102 -1.128 -0.121 0.059 -0.021 0.073
H 3.737 0.386 -1.984 0.093 0.041 0.014
H 2.068 0.972 -3.708 0.013 0.048 -0.065
H -0.228 0.040 -3.570 -0.063 0.024 -0.048
H 0.702 2.719 -0.394 0.005 0.042 -0.125
```
Positions in Å, forces in eV/Å.

Calculated values
- orbital gap (eV) = 8.0
- highest occupied orbital energy (eV) = -7.835
- energy relative to the best compared isomer or geometry (same formula, charge and spin) (kJ/mol) = 0.0
- SMILES string = COc1ccc(OC)c(-c2csc(NC(=O)Cn3[nH]c(=O)c4ccccc4c3=O)n2)c1

Formula: C21H19AsInN5OS4
Source: the OMol25 dataset
Level of theory: ωB97M-V with the def2-TZVPD basis set

The geometry in XYZ format:
```
52
Properties=species:S:1:pos:R:3:forces:R:3
In 0.062 -1.458 0.830 -0.237 -0.134 -0.207
S 2.679 -5.410 0.600 -0.096 -0.316 0.044
As 2.980 -4.593 -1.272 0.198 -0.107 -0.104
S 1.439 -2.199 -2.417 0.202 0.043 0.017
S 2.933 -2.217 -0.955 -0.069 -0.232 -0.134
S 0.809 -4.164 -2.191 0.277 0.068 0.076
C -0.388 2.060 4.284 -0.099 0.307 -0.040
C -0.128 0.948 3.476 0.045 -0.056 0.150
N -0.313 0.942 2.180 0.251 -0.297 -0.191
C -0.764 2.046 1.575 -0.172 0.591 0.383
C -1.087 3.219 2.303 0.165 -0.480 -0.070
C -0.876 3.200 3.694 0.021 -0.273 -0.047
C -1.597 4.358 1.618 -0.094 0.197 -0.394
C -1.744 4.347 0.272 0.016 0.134 0.366
C -1.373 3.209 -0.498 0.269 -0.561 0.097
C -1.429 3.199 -1.905 0.020 -0.289 -0.023
C -1.044 2.074 -2.575 0.008 0.282 0.160
C -0.600 0.950 -1.847 -0.024 0.230 -0.106
N -0.533 0.940 -0.538 0.183 -0.406 -0.136
C -0.893 2.043 0.141 -0.351 0.697 -0.260
H -0.207 2.018 5.347 0.009 -0.048 0.053
H 0.262 0.031 3.892 0.050 -0.121 0.122
H -1.103 4.078 4.286 -0.009 0.045 -0.017
H -1.857 5.236 2.189 -0.044 0.081 0.077
H -2.133 5.205 -0.254 -0.029 0.147 -0.006
H -1.772 4.075 -2.438 -0.028 0.071 -0.016
H -1.067 2.022 -3.653 -0.019 0.017 -0.095
H 0.627 0.101 -3.327 -0.185 0.078 0.104
C 3.810 -0.368 4.469 -0.097 0.129 0.030
N 3.549 -1.758 4.188 0.330 -0.126 0.205
C 2.686 -2.148 3.215 -0.095 -0.048 0.336
N 2.515 -3.478 3.074 -0.201 -0.349 -0.127
O 2.052 -1.319 2.559 -0.075 0.362 -0.293
H 4.875 -0.213 4.632 0.034 0.039 -0.025
H 3.266 -0.019 5.352 0.013 0.011 -0.042
H 3.485 0.212 3.606 0.063 0.017 0.081
H 4.004 -2.459 4.749 -0.082 0.086 -0.111
H 3.189 -4.126 3.449 0.051 0.119 -0.014
H 2.096 -3.807 2.207 0.087 0.084 0.114
N 0.303 -1.313 -1.812 -0.053 0.107 0.952
C -0.176 -0.251 -2.649 0.232 -0.175 -0.460
C -1.286 -0.773 -3.543 -0.169 0.152 -0.134
C -2.628 -0.495 -3.333 0.053 0.018 -0.006
C -3.588 -0.993 -4.196 -0.189 -0.065 -0.047
C -3.221 -1.795 -5.260 -0.033 -0.073 -0.020
C -1.886 -2.116 -5.447 0.096 -0.052 -0.058
C -0.926 -1.605 -4.596 -0.095 0.096 -0.046
H -2.937 0.118 -2.500 -0.011 0.099 0.092
H -4.631 -0.755 -4.037 -0.062 0.008 0.040
H -3.966 -2.182 -5.937 -0.123 -0.040 -0.071
H -1.591 -2.761 -6.260 0.015 -0.060 -0.095
H 0.117 -1.852 -4.744 0.055 -0.005 -0.099
```
Positions in Å, forces in eV/Å.

Calculated values
- orbital gap (eV) = 7.0
- highest occupied orbital energy (eV) = -7.336

Formula: C21H19Br4CdN5O6S
Source: the OMol25 dataset
Level of theory: ωB97M-V with the def2-TZVPD basis set

The geometry in XYZ format:
```
57
Properties=species:S:1:pos:R:3:forces:R:3
Cd 2.132 0.674 1.396 0.025 0.387 -0.464
Br 0.335 -4.981 4.960 -0.006 0.007 -0.020
C 0.466 -3.204 4.336 0.002 0.061 -0.022
C -0.429 -2.237 4.766 0.044 0.025 -0.039
Br -1.835 -2.675 5.947 0.019 0.009 -0.004
C -0.286 -0.921 4.302 0.016 0.122 0.042
Br -1.498 0.442 4.818 -0.005 -0.016 0.019
C 0.734 -0.530 3.441 0.023 -0.085 -0.086
O 0.833 0.737 3.018 -0.008 -0.369 0.239
C 1.634 -1.549 2.958 0.024 0.058 -0.051
O 2.566 -1.256 2.071 -0.086 -0.435 0.337
C 1.473 -2.850 3.430 -0.070 -0.019 0.014
Br 2.666 -4.136 2.723 -0.002 -0.003 0.039
C -7.113 -0.371 0.006 0.091 0.018 0.002
C -5.645 -0.015 -0.226 -0.146 -0.062 -0.011
S -5.224 -0.357 -1.922 -0.133 -0.111 -0.001
O -5.301 -1.783 -2.126 -0.011 0.113 -0.042
O -5.967 0.545 -2.759 0.075 -0.031 0.023
C -3.503 0.099 -2.019 0.131 -0.062 0.063
C -2.608 -1.035 -1.521 0.077 0.113 -0.037
N -1.222 -0.586 -1.338 -0.175 0.074 -0.166
C -0.734 -0.085 -0.185 0.136 -0.085 0.129
N 0.549 0.247 -0.322 -0.087 0.125 -0.063
C 0.899 -0.039 -1.606 0.137 0.026 0.087
C -0.182 -0.546 -2.246 -0.120 -0.354 0.020
N -0.273 -0.915 -3.626 -0.151 1.092 -0.221
O 0.765 -0.918 -4.254 0.103 -0.382 0.069
O -1.386 -1.042 -4.108 -0.019 -0.411 0.090
C -1.534 0.036 1.062 -0.024 -0.002 -0.057
H -7.384 -0.158 1.039 0.018 0.000 -0.004
H -7.287 -1.428 -0.188 0.017 0.008 0.009
H -7.756 0.213 -0.651 0.016 0.008 0.011
H -4.978 -0.617 0.395 -0.030 0.055 0.020
H -5.447 1.047 -0.070 -0.023 -0.036 0.045
H -3.380 1.010 -1.430 0.038 0.008 -0.073
H -3.321 0.320 -3.070 0.038 0.007 0.016
H -2.627 -1.854 -2.227 0.009 -0.076 -0.035
H -2.944 -1.417 -0.561 0.004 0.003 0.041
H 1.881 0.140 -2.014 -0.049 -0.002 0.047
H -2.500 0.508 0.871 0.045 -0.005 -0.001
H -0.983 0.628 1.791 0.011 0.008 0.019
H -1.714 -0.947 1.506 0.019 0.012 -0.015
N 5.454 0.143 -1.278 0.072 0.023 -0.100
C 4.452 -0.190 -0.442 0.029 -0.050 0.134
N 3.847 0.868 0.035 0.023 0.560 -0.061
C 4.494 1.978 -0.514 -0.104 -0.204 0.022
C 4.264 3.340 -0.337 -0.002 -0.003 -0.008
C 5.087 4.214 -1.016 -0.008 -0.024 0.001
C 6.116 3.750 -1.853 -0.001 0.018 0.008
C 6.350 2.403 -2.037 0.016 -0.040 -0.043
C 5.514 1.529 -1.350 0.037 -0.120 0.030
H 6.047 -0.510 -1.761 0.013 -0.014 0.020
H 4.198 -1.208 -0.176 -0.006 0.062 -0.010
H 3.473 3.691 0.312 -0.002 0.024 0.007
H 4.943 5.280 -0.903 -0.001 -0.019 0.005
H 6.744 4.469 -2.362 -0.019 -0.009 0.004
H 7.144 2.051 -2.682 -0.020 0.005 0.021
```
Positions in Å, forces in eV/Å.

Calculated values
- orbital gap (eV) = 5.9
- highest occupied orbital energy (eV) = -6.990
- energy relative to the best compared isomer or geometry (same formula, charge and spin) (kJ/mol) = 0.0

Formula: C21H19BrN6OPd
Source: the OMol25 dataset
Level of theory: ωB97M-V with the def2-TZVPD basis set

The geometry in XYZ format:
```
49
Properties=species:S:1:pos:R:3:forces:R:3
Pd -0.241 -0.135 -0.161 0.140 0.073 0.684
C 1.581 2.454 0.459 -0.029 0.002 0.043
N 1.905 1.056 0.141 -0.073 0.001 0.064
C 2.607 0.303 1.195 -0.055 0.058 -0.013
C 1.647 -0.498 2.008 0.012 -0.109 0.223
N 0.442 -0.818 1.597 -0.344 0.040 -0.423
C -0.172 -1.617 2.561 0.115 0.159 -0.125
C -1.435 -2.196 2.617 -0.038 -0.003 -0.066
C -1.725 -2.938 3.740 0.007 -0.035 0.069
C -0.792 -3.097 4.780 -0.038 -0.012 -0.009
C 0.459 -2.520 4.729 0.071 0.021 0.025
C 0.749 -1.774 3.592 0.167 0.091 0.036
N 1.882 -1.050 3.206 -0.029 -0.100 0.180
C 0.194 2.575 1.016 0.054 -0.004 0.028
N -0.681 1.608 0.971 -0.511 -0.096 -0.058
C -1.877 2.093 1.509 0.256 -0.051 -0.034
C -3.113 1.485 1.690 -0.034 -0.071 -0.028
C -4.103 2.245 2.274 -0.038 0.037 0.029
C -3.872 3.573 2.674 -0.063 -0.029 0.008
C -2.647 4.181 2.502 0.058 0.059 0.009
C -1.658 3.408 1.907 0.210 0.072 -0.036
N -0.324 3.676 1.580 -0.100 0.162 0.110
H 1.648 3.046 -0.454 -0.016 -0.011 -0.052
H 2.299 2.874 1.167 0.043 0.032 0.016
H 2.456 1.031 -0.708 -0.049 -0.069 -0.050
H 3.184 0.964 1.845 0.050 0.040 -0.006
H 3.317 -0.380 0.728 0.005 -0.034 -0.038
H -2.152 -2.075 1.815 -0.010 -0.006 0.002
H -2.694 -3.412 3.828 0.022 0.011 0.004
H -1.063 -3.687 5.646 -0.006 0.014 -0.030
H 1.174 -2.640 5.532 -0.026 -0.005 -0.021
H 2.737 -0.963 3.735 -0.009 0.003 0.011
H -3.293 0.466 1.373 -0.012 -0.001 0.000
H -5.084 1.815 2.426 0.013 0.011 0.000
H -4.678 4.135 3.127 0.006 -0.029 -0.009
H -2.472 5.201 2.816 -0.003 -0.020 -0.014
H 0.158 4.549 1.729 -0.003 -0.001 -0.006
O -0.042 -4.049 -3.955 0.116 -0.062 0.024
C 0.484 -3.350 -2.957 -0.125 0.008 -0.058
C 1.734 -3.628 -2.374 0.076 0.031 0.069
C 2.195 -2.836 -1.350 -0.002 -0.169 -0.087
N 1.420 -1.810 -0.940 0.637 -0.069 0.101
C 0.291 -1.617 -1.444 -0.158 0.052 -0.494
Br -1.803 0.550 -1.777 0.049 0.029 -0.076
C -0.291 -2.276 -2.493 -0.295 -0.120 -0.023
H 0.527 -4.777 -4.242 -0.032 0.033 0.008
H 2.351 -4.439 -2.741 -0.023 0.008 -0.006
H 3.157 -2.986 -0.882 -0.021 0.026 0.020
H -1.260 -2.060 -2.913 0.037 0.034 -0.003
```
Positions in Å, forces in eV/Å.

Calculated values
- orbital gap (alpha / beta) (eV) = 4.6 / 4.6
- highest occupied orbital energy (alpha / beta) (eV) = -14.272 / -14.275
- net charge = +2
- energy relative to the best compared isomer or geometry (same formula, charge and spin) (kJ/mol) = 335.3